Record 1
The following is a quantum chemistry calculation of 12 unconnected molecules or ions with the total composition C24H42N6O30 at a distorted geometry, from the Open Molecules 2025 dataset.

XYZ file:
```
102
Properties=species:S:1:pos:R:3:forces:R:3:mulliken_charge:R:1
C 13.115342 20.830085 10.061047 -0.20 -0.08 -0.63 -0.223
C 14.290690 20.944497 11.036728 1.02 -2.28 -1.80 -0.389
O 13.838358 20.352706 12.243550 -0.52 0.04 0.17 -0.415
C 12.459741 20.227264 12.222237 4.12 2.03 -4.56 0.710
O 11.821032 19.911701 13.117051 -2.55 -1.31 3.24 -0.340
O 12.042180 20.603186 10.979253 -1.27 0.21 0.40 -0.320
H 13.122544 19.938244 9.393437 0.32 0.61 0.48 0.183
H 12.973147 21.759590 9.398325 -0.10 -1.29 1.35 0.272
H 14.589755 21.942603 11.134342 0.28 1.56 0.75 0.312
H 15.187231 20.385170 10.624936 -1.01 0.44 0.74 0.272
C 8.879784 19.181726 14.321531 -0.76 0.04 0.20 0.344
C 8.977062 19.587190 12.835693 0.00 -1.25 -0.18 0.265
O 7.681314 19.194413 12.285144 -0.38 0.46 0.71 -0.401
C 6.953200 18.576539 13.250253 -1.38 -0.51 -0.28 0.684
O 5.804078 18.195751 13.205556 1.13 0.57 -0.98 -0.607
O 7.663733 18.368559 14.339091 1.52 0.53 0.99 -0.353
H 8.687741 20.035521 15.023189 0.42 -0.72 -0.66 0.223
H 9.696486 18.530662 14.658222 -0.20 0.42 -0.09 -0.260
H 9.712683 18.975640 12.307013 -0.09 0.18 0.14 -0.169
H 9.209830 20.629434 12.643641 -0.38 0.07 0.05 0.277
C 10.338039 9.851795 11.886675 0.10 2.87 -0.23 -0.288
C 11.593361 10.844957 12.076045 -0.51 -3.06 1.35 -0.379
O 11.187176 11.669915 13.160714 0.37 0.16 -0.42 -0.353
C 9.862993 11.583149 13.363328 -0.11 1.64 1.02 0.666
O 9.280968 12.371687 14.078279 0.26 -1.09 -0.76 -0.306
O 9.318831 10.588295 12.688594 0.03 -1.03 -1.14 -0.393
H 10.420298 8.885987 12.346758 0.33 -0.38 0.04 0.365
H 10.034939 9.815632 10.814528 -0.07 -0.09 0.98 0.233
H 11.928262 11.389455 11.228977 -0.26 0.71 -0.84 0.172
H 12.437673 10.212070 12.400537 -0.19 0.48 0.02 0.284
C 11.351716 13.759224 22.583682 1.19 1.06 -0.14 -0.367
C 10.666711 12.602987 21.946559 -0.70 -2.43 -0.35 -0.098
O 9.793850 13.212983 20.986313 0.63 -1.88 -0.07 -0.193
C 9.758908 14.484079 21.211246 -1.71 3.63 -2.00 0.679
O 9.162680 15.256008 20.471803 0.71 -0.98 1.43 -0.564
O 10.457486 14.876683 22.288976 0.75 -1.07 0.36 -0.358
H 12.360122 14.013301 22.218216 -0.46 -0.14 -0.53 0.250
H 11.529125 13.627684 23.628795 -0.56 0.10 0.86 0.315
H 10.030605 12.044356 22.647932 0.01 0.42 0.09 0.276
H 11.230975 11.780861 21.438223 0.05 1.27 0.30 0.116
C 9.241114 14.175539 9.371096 -1.45 -0.65 0.78 -0.168
C 8.634237 12.774328 9.502404 0.92 1.49 -0.18 0.009
O 9.629857 12.036491 8.836994 0.32 -1.34 -1.09 -0.360
C 10.804476 12.662182 8.957744 1.20 -0.42 -0.36 0.541
O 11.860385 12.176520 8.640646 -0.89 0.61 0.53 -0.599
O 10.622778 13.895209 9.492362 0.65 -0.25 -0.21 -0.139
H 8.874309 14.751937 10.214671 0.35 0.63 -0.34 0.141
H 9.045374 14.584782 8.376733 -0.08 0.30 0.28 0.282
H 7.663579 12.715550 9.059858 -0.45 -0.46 -0.33 0.431
H 8.679421 12.422679 10.505314 -0.66 -0.03 1.08 -0.117
C 11.195790 13.493054 17.315674 0.10 1.27 -0.24 0.353
C 12.370110 13.400071 16.371739 1.69 -0.13 -0.29 -0.182
O 11.995434 14.249724 15.293822 -0.44 0.69 -1.17 -0.190
C 10.915985 14.968336 15.584235 -1.57 1.43 -0.73 0.259
O 10.369135 15.803294 14.837067 1.66 -2.00 1.87 -0.449
O 10.484327 14.700579 16.834158 0.51 -0.60 -0.44 -0.274
H 11.496110 13.697925 18.344024 -0.34 -0.38 -0.14 0.174
H 10.549839 12.661888 17.157741 -0.70 -0.54 0.43 -0.073
H 12.599003 12.410619 15.919803 -0.48 0.58 0.59 0.188
H 13.316716 13.822676 16.773198 -0.69 -0.39 -0.07 0.113
C 6.547336 14.234205 18.494948 2.44 0.79 1.33 -0.737
N 7.224037 12.888998 18.716878 -0.97 -1.28 0.29 0.823
O 6.659102 12.100259 19.493154 0.73 1.29 -0.93 -0.557
O 8.220784 12.593528 18.079692 -0.57 0.56 0.31 -0.438
H 5.724716 14.135519 17.839175 -0.69 -0.42 -0.76 0.337
H 7.348355 14.924304 18.116806 -0.91 -0.74 0.22 0.217
H 6.219616 14.573160 19.489391 0.10 -0.22 -0.47 0.301
C 11.894766 15.820039 11.961587 -0.48 1.35 2.56 -0.482
N 11.527569 16.776565 10.910702 0.38 0.34 0.19 1.175
O 10.371308 16.715785 10.543448 0.16 0.35 -0.48 -0.601
O 12.359280 17.591005 10.541787 -0.45 -0.22 -0.18 -0.646
H 11.110056 16.014825 12.746590 0.55 -0.70 -0.78 0.132
H 12.820046 16.125356 12.496931 -0.24 -0.49 -1.08 0.248
H 11.813266 14.827809 11.574244 0.19 -0.52 -0.16 0.199
C 11.592251 8.926872 18.228606 -0.01 0.85 -0.77 -0.827
N 12.111817 10.307235 18.416476 -1.38 2.07 1.72 0.952
O 12.988093 10.716559 17.709282 0.51 -0.27 -0.61 -0.560
O 11.632726 11.002567 19.346095 0.51 -1.51 -1.34 -0.496
H 11.585400 8.722089 17.154926 0.27 -0.04 0.29 0.240
H 10.577219 8.886953 18.602168 0.16 -0.13 0.44 0.290
H 12.351784 8.398699 18.767966 -0.07 -1.05 0.26 0.352
C 12.881993 17.799618 16.338729 -1.09 -1.95 -2.03 -0.552
N 13.891251 16.810895 15.752812 0.60 1.12 1.32 1.057
O 14.435311 17.214878 14.767115 0.38 0.03 -1.68 -0.580
O 14.249472 15.822149 16.354106 -0.69 -0.29 0.46 -0.614
H 11.873680 17.310696 16.166862 1.09 0.76 0.77 0.106
H 12.998111 18.626441 15.669709 -0.24 0.57 -0.16 0.289
H 13.191135 18.038763 17.316447 -0.03 -0.09 1.26 0.281
C 6.806017 14.589647 13.532191 -1.02 1.63 -0.06 -0.457
N 6.298935 13.230954 13.232067 1.71 0.28 -0.87 1.083
O 6.554678 12.861743 12.085988 -0.89 -0.51 0.76 -0.587
O 5.870515 12.558751 14.140488 -0.43 -0.16 -0.33 -0.606
H 5.992569 15.190672 14.039247 0.84 -0.70 -0.71 0.270
H 7.116826 15.063931 12.550769 -0.28 -0.61 1.52 0.156
H 7.599164 14.439946 14.261866 0.26 0.11 -0.27 0.136
C 7.640623 9.972319 16.051667 -1.88 -0.43 -1.06 -0.611
N 8.918070 9.235848 15.799234 -1.62 0.29 0.66 0.909
O 9.909934 9.892012 15.731885 1.88 1.19 -0.36 -0.400
O 8.903815 8.031143 15.804906 -0.25 -0.79 -0.20 -0.591
H 6.812414 9.224229 15.983370 0.80 0.70 -0.11 0.356
H 7.438884 10.866072 15.405421 0.78 -1.06 0.14 0.138
H 7.667218 10.346479 17.047594 0.38 0.17 0.93 0.236
```
Positions in Å, forces in eV/Å.

As for the multiplicity: 1. For the LUMO energy, the calculation gives -0.22 eV. The calculation puts the HOMO energy at -10.4 eV. Its total charge is 0. Its SMILES is C[N+](=O)[O-].C[N+](=O)[O-].C[N+](=O)[O-].C[N+](=O)[O-].C[N+](=O)[O-].C[N+](=O)[O-].O=C1OCCO1.O=C1OCCO1.O=C1OCCO1.O=C1OCCO1.O=C1OCCO1.O=C1OCCO1. As for the calculated total energy: -3524.89831 Eh.

Record 2
The following is a quantum chemistry calculation of a molecular structure, C6H10O3 at a distorted geometry, from the Open Molecules 2025 dataset.

XYZ file:
```
19
Properties=species:S:1:pos:R:3:forces:R:3:nbo_charge:R:1
C -0.843294 0.378751 -0.750751 -1.27 1.03 1.33 0.001
C -1.929415 -0.103720 0.188543 0.56 3.59 1.31 -0.420
C -1.125806 -1.420108 0.231552 -7.81 -5.52 -2.25 -0.368
C -0.023914 -0.648645 -0.170140 2.42 -1.16 2.46 0.421
C 1.572871 0.523574 0.731149 0.39 2.22 4.22 -0.139
C 2.121279 -0.206861 -0.477691 0.38 0.28 1.47 -0.126
H -1.350048 2.382459 -0.173993 4.43 -3.69 -1.18 0.459
H -0.809601 0.239357 -1.743071 -1.11 -0.41 -4.08 0.175
H -1.443189 0.713622 1.108552 -2.56 -2.99 -1.99 0.241
H -2.956387 0.173701 -0.115980 0.33 -1.00 0.44 0.220
H -1.323257 -2.000353 1.153831 1.27 0.18 -0.57 0.243
H -1.630903 -2.131017 -0.727371 1.61 1.89 2.60 0.188
H 1.189641 1.580060 0.511160 1.64 -1.53 0.57 0.243
H 2.302730 0.511984 1.743652 -1.97 -0.07 -2.86 0.188
H 3.078792 -0.659912 -0.105388 -0.78 -0.01 -1.38 0.202
H 2.109265 0.401638 -1.363494 1.16 0.67 -0.23 0.189
O -0.356943 1.573931 -0.389674 -4.24 7.85 0.02 -0.697
O 0.319760 -0.188585 1.073161 4.73 1.60 1.89 -0.524
O 1.098410 -1.119879 -0.724039 0.81 -2.91 -1.78 -0.495
```
Positions in Å, forces in eV/Å.

As for the multiplicity: 1. For the LUMO energy, the calculation gives 0.27 eV. Its energy above the lowest of the compared OMol25 structures with the same formula, charge and spin is 173.5 kcal/mol. The calculation puts the HOMO energy at -9.4 eV. Its total charge is 0. As for the calculated total energy: -460.07394 Eh.

Record 3
The following is a quantum chemistry calculation of C6H8O2 in the gas phase at a distorted geometry, from the Open Molecules 2025 dataset.

XYZ file:
```
16
Properties=species:S:1:pos:R:3:forces:R:3:nbo_charge:R:1
C -1.491476 -0.657026 -0.310194 1.67 3.18 -3.40 -0.064
C -0.445825 0.611179 -0.365087 -3.23 -2.93 -0.93 -0.092
C -0.547745 1.762094 -0.932381 -1.13 4.95 -0.93 -0.346
C 0.744537 0.406167 0.306655 4.42 -4.11 7.17 -0.128
C 0.612322 0.124448 1.728568 -0.78 1.10 -3.62 -0.317
C 2.131794 -0.199844 -0.217718 0.20 -1.99 2.03 0.414
H -1.423994 -2.473121 -0.915040 2.66 1.83 1.93 0.479
H -2.042258 -0.654352 0.578475 -1.30 0.50 1.18 0.173
H -2.042317 -0.502820 -1.303208 -0.02 -0.18 1.73 0.175
H 0.354582 2.400747 -0.767847 -0.81 -0.33 -0.51 0.198
H -1.436497 2.407716 -1.274985 1.16 -1.80 0.09 0.212
H 1.319411 -0.466752 2.278797 0.75 0.33 0.06 0.201
H -0.331503 0.345278 2.317659 1.08 -0.23 -1.16 0.199
H 2.922356 -0.654578 0.546313 -1.77 1.81 0.11 0.119
O -0.764708 -1.836390 -0.378783 -1.96 -3.12 -2.11 -0.711
O 2.441315 -0.612741 -1.291230 -0.93 0.99 -1.64 -0.514
```
Positions in Å, forces in eV/Å.

As for the multiplicity: 1. For the LUMO energy, the calculation gives 0.18 eV. Its energy above the lowest of the compared OMol25 structures with the same formula, charge and spin is 109.6 kcal/mol. The calculation puts the HOMO energy at -9.1 eV. Its total charge is 0. Its SMILES is C=C(C=O)C(=C)CO. As for the calculated total energy: -383.73540 Eh.